# 1
C43H93N8O9V as an isolated structure in a non-equilibrium geometry, computed with ωB97M-V with the def2-TZVPD basis set.

Positions of all 154 atoms, in Å:
1 V 2.28 4.14 0.39
2 C 1.26 -0.03 -1.00
3 C 0.77 1.44 -1.27
4 C -0.79 1.43 -1.23
5 O 1.32 2.48 -0.51
6 H 2.30 -0.05 -1.35
7 H 0.70 -0.78 -1.56
8 H 1.15 -0.32 0.04
9 H 1.06 1.64 -2.30
10 H -1.10 2.42 -1.56
11 H -1.03 1.10 -0.22
12 H -1.14 0.62 -1.87
13 C -0.09 -2.50 -3.81
14 C -0.65 -3.52 -4.90
15 C 0.44 -4.41 -5.50
16 C 1.61 -3.73 -6.07
17 N 2.53 -3.21 -6.54
18 H -0.89 -1.93 -3.34
19 H 0.62 -1.78 -4.21
20 H 0.46 -3.03 -3.04
21 H -1.06 -2.98 -5.75
22 H -1.37 -4.21 -4.44
23 H 0.02 -5.10 -6.23
24 H 0.89 -4.94 -4.66
25 C 3.83 0.23 -4.22
26 C 2.68 0.92 -4.97
27 C 2.48 0.42 -6.40
28 C 3.69 0.53 -7.18
29 N 4.70 0.57 -7.75
30 H 3.62 -0.84 -4.17
31 H 4.00 0.53 -3.19
32 H 4.74 0.33 -4.82
33 H 2.80 2.00 -4.92
34 H 1.75 0.67 -4.46
35 H 1.80 1.09 -6.95
36 H 2.04 -0.56 -6.58
37 C -5.74 -5.03 -3.28
38 C -4.62 -4.02 -2.88
39 C -5.24 -2.63 -2.56
40 C -4.15 -1.65 -2.52
41 N -3.25 -0.92 -2.53
42 H -6.59 -5.08 -2.59
43 H -5.37 -6.05 -3.31
44 H -6.12 -4.86 -4.29
45 H -3.93 -3.91 -3.72
46 H -4.01 -4.37 -2.04
47 H -5.82 -2.60 -1.64
48 H -5.88 -2.17 -3.31
49 C -5.10 -3.68 0.97
50 O -3.81 -3.36 0.53
51 C -3.31 -2.06 0.91
52 C -1.79 -1.95 0.63
53 N -1.07 -2.79 1.56
54 C 0.39 -2.77 1.32
55 C 1.08 -3.82 2.12
56 O 0.70 -5.17 1.63
57 C 1.35 -6.17 2.40
58 H -5.85 -2.95 0.65
59 H -5.18 -3.81 2.04
60 H -5.41 -4.61 0.50
61 H -3.57 -1.89 1.96
62 H -3.85 -1.31 0.33
63 H -1.44 -0.92 0.70
64 H -1.58 -2.28 -0.39
65 H -1.45 -3.73 1.59
66 H 0.79 -1.85 1.76
67 H 0.73 -2.91 0.29
68 H 0.83 -3.69 3.17
69 H 2.17 -3.80 2.02
70 H 2.36 -5.85 2.66
71 H 1.55 -7.14 1.95
72 H 0.81 -6.32 3.34
73 C -4.22 4.65 1.64
74 O -3.09 4.38 2.49
75 C -1.84 5.09 2.22
76 C -0.87 4.16 1.39
77 N 0.18 4.95 0.79
78 C -0.25 5.63 -0.43
79 C 0.92 6.32 -1.16
80 O 1.74 5.19 -1.53
81 C 1.71 4.91 -2.91
82 H -5.11 4.14 2.02
83 H -3.94 4.41 0.61
84 H -4.51 5.70 1.68
85 H -1.40 5.34 3.18
86 H -2.07 6.05 1.77
87 H -1.38 3.64 0.58
88 H -0.59 3.36 2.08
89 H 0.15 5.69 1.48
90 H -1.02 6.33 -0.11
91 H -0.74 4.94 -1.12
92 H 1.43 7.08 -0.56
93 H 0.49 6.86 -2.00
94 H 2.03 5.72 -3.57
95 H 0.77 4.47 -3.25
96 H 2.50 4.18 -3.11
97 C -4.26 -1.62 8.73
98 O -3.65 -1.13 7.54
99 C -4.59 -0.53 6.66
100 C -4.11 -0.58 5.16
101 N -2.99 0.34 4.95
102 C -2.34 0.21 3.65
103 C -1.04 1.05 3.58
104 O -0.14 0.69 4.58
105 C 0.51 -0.57 4.49
106 H -4.90 -0.82 9.10
107 H -3.51 -1.81 9.50
108 H -4.83 -2.54 8.60
109 H -4.81 0.51 6.89
110 H -5.57 -1.01 6.69
111 H -4.96 -0.39 4.50
112 H -3.88 -1.62 4.95
113 H -2.29 0.45 5.66
114 H -3.03 0.41 2.83
115 H -2.11 -0.85 3.53
116 H -1.43 2.06 3.70
117 H -0.66 1.12 2.56
118 H 1.36 -0.54 3.80
119 H -0.14 -1.40 4.21
120 H 0.99 -0.75 5.45
121 C 4.76 5.50 -1.96
122 O 4.23 4.47 -1.16
123 C 5.17 3.31 -1.14
124 C 4.69 2.22 -0.15
125 N 3.94 2.82 0.98
126 C 3.40 1.79 1.77
127 C 2.66 2.44 2.92
128 O 1.92 3.55 2.40
129 C 1.56 4.43 3.50
130 H 4.75 5.28 -3.02
131 H 5.81 5.72 -1.75
132 H 4.22 6.42 -1.72
133 H 6.19 3.59 -0.88
134 H 5.22 2.90 -2.15
135 H 5.59 1.71 0.20
136 H 4.07 1.49 -0.67
137 H 4.73 3.13 1.53
138 H 4.25 1.25 2.19
139 H 2.81 0.99 1.34
140 H 3.41 2.67 3.69
141 H 2.00 1.76 3.45
142 H 2.45 4.81 4.01
143 H 0.92 3.92 4.22
144 H 1.03 5.35 3.25
145 N 3.57 -5.68 -1.37
146 C 2.70 -4.69 -0.99
147 C 3.03 -3.51 -1.72
148 C 4.15 -3.81 -2.43
149 C 4.41 -5.18 -2.30
150 H 3.54 -6.66 -1.13
151 H 1.91 -4.80 -0.26
152 H 2.54 -2.55 -1.77
153 H 4.63 -3.13 -3.13
154 H 5.18 -5.84 -2.68

spin multiplicity: 4
HOMO level (spin up / spin down): -9.4 / -9.4 eV
gap between HOMO and LUMO (spin up / spin down): 6.81 / 6.74 eV
total charge: +1


# 2
A 4-piece molecular cluster, C43H95F3N3O11P overall in a non-equilibrium geometry, computed with ωB97M-V with the def2-TZVPD basis set.

Positions of all 156 atoms, in Å:
1 C -2.27 -5.24 -6.42
2 C -1.54 -6.66 -6.27
3 C -1.26 -7.06 -4.73
4 C -1.06 -5.78 -3.81
5 C -0.51 -6.10 -2.34
6 C -1.34 -5.40 -1.17
7 C -0.71 -5.85 0.25
8 C 0.60 -4.97 0.62
9 C 0.99 -5.15 2.16
10 O 2.20 -5.90 2.39
11 C 2.19 -7.16 1.72
12 C 3.31 -7.13 0.59
13 F 4.42 -7.91 0.90
14 F 3.80 -5.81 0.51
15 F 2.82 -7.39 -0.70
16 C 1.28 -3.67 2.74
17 C 2.41 -3.69 3.89
18 O 3.74 -3.59 3.38
19 C 4.05 -2.26 2.91
20 C 5.38 -1.79 3.69
21 C 4.90 -0.73 4.80
22 O 0.10 -3.09 3.37
23 C -0.41 -1.99 2.60
24 O 0.49 -0.88 2.49
25 C 0.80 -0.31 3.77
26 C 1.28 1.21 3.48
27 O 2.06 1.12 2.25
28 C 2.70 2.38 1.97
29 C 4.10 2.18 1.20
30 P -2.19 -1.51 3.12
31 C -2.25 -1.87 5.01
32 C -2.62 -0.54 5.84
33 C -2.37 0.37 2.91
34 C -1.96 0.89 1.45
35 H -1.53 -4.41 -6.17
36 H -2.64 -5.05 -7.47
37 H -3.17 -5.14 -5.73
38 H -2.26 -7.42 -6.73
39 H -0.59 -6.64 -6.88
40 H -2.15 -7.67 -4.36
41 H -0.33 -7.73 -4.77
42 H -0.29 -5.12 -4.34
43 H -2.06 -5.24 -3.68
44 H -0.57 -7.24 -2.20
45 H 0.57 -5.80 -2.25
46 H -2.38 -5.87 -1.19
47 H -1.41 -4.28 -1.27
48 H -0.46 -6.96 0.12
49 H -1.52 -5.77 1.03
50 H 0.35 -3.91 0.32
51 H 1.40 -5.32 -0.10
52 H 0.11 -5.60 2.74
53 H 2.55 -7.93 2.49
54 H 1.18 -7.51 1.37
55 H 1.62 -3.06 1.84
56 H 2.22 -2.79 4.57
57 H 2.27 -4.60 4.56
58 H 4.30 -2.36 1.80
59 H 3.20 -1.53 3.01
60 H 6.18 -1.39 3.00
61 H 5.83 -2.68 4.23
62 H 4.09 -1.26 5.41
63 H 5.81 -0.46 5.42
64 H 4.42 0.15 4.28
65 H -0.53 -2.39 1.53
66 H -0.08 -0.22 4.48
67 H 1.66 -0.80 4.32
68 H 2.00 1.48 4.31
69 H 0.40 1.91 3.39
70 H 2.91 3.00 2.89
71 H 2.01 2.93 1.23
72 H 4.89 1.74 1.87
73 H 3.99 1.59 0.24
74 H 4.45 3.23 0.93
75 H -1.26 -2.28 5.40
76 H -3.04 -2.65 5.18
77 H -3.52 0.01 5.41
78 H -1.72 0.16 5.90
79 H -2.90 -0.84 6.90
80 H -3.44 0.71 3.09
81 H -1.73 0.95 3.66
82 H -2.33 1.96 1.39
83 H -2.47 0.34 0.60
84 H -0.83 0.97 1.31
85 C 2.79 3.15 6.49
86 O 3.04 4.01 5.39
87 C 2.04 5.02 5.24
88 C 2.65 6.39 5.48
89 N 2.98 6.58 6.89
90 C 3.78 7.78 7.15
91 C 5.20 7.82 6.58
92 O 6.08 6.86 7.16
93 C 6.07 5.59 6.53
94 H 3.54 2.35 6.48
95 H 2.88 3.69 7.44
96 H 1.80 2.69 6.42
97 H 1.18 4.84 5.89
98 H 1.69 4.97 4.20
99 H 1.93 7.16 5.18
100 H 3.54 6.48 4.85
101 H 3.51 5.77 7.21
102 H 3.85 7.87 8.24
103 H 3.22 8.66 6.80
104 H 5.62 8.80 6.82
105 H 5.22 7.75 5.48
106 H 5.87 5.66 5.46
107 H 5.35 4.93 7.02
108 H 7.06 5.14 6.67
109 C -3.20 4.32 0.12
110 O -3.62 3.07 -0.40
111 C -5.00 2.80 -0.14
112 C -5.78 2.76 -1.45
113 N -5.90 4.09 -2.03
114 C -6.44 4.08 -3.39
115 C -5.58 3.43 -4.48
116 O -4.37 4.12 -4.75
117 C -3.27 3.74 -3.93
118 H -2.12 4.41 -0.04
119 H -3.69 5.15 -0.40
120 H -3.40 4.39 1.19
121 H -5.43 3.52 0.56
122 H -5.04 1.81 0.33
123 H -6.78 2.36 -1.25
124 H -5.26 2.07 -2.13
125 H -4.98 4.52 -2.05
126 H -6.60 5.13 -3.67
127 H -7.43 3.61 -3.38
128 H -6.15 3.47 -5.41
129 H -5.39 2.37 -4.29
130 H -3.32 2.69 -3.64
131 H -3.21 4.38 -3.05
132 H -2.35 3.89 -4.50
133 C -0.11 0.42 -10.76
134 O 0.27 1.03 -9.54
135 C -0.44 2.25 -9.28
136 C -1.33 2.08 -8.05
137 N -2.46 1.19 -8.34
138 C -3.21 0.81 -7.14
139 C -2.49 -0.06 -6.10
140 O -2.17 -1.37 -6.56
141 C -0.92 -1.47 -7.22
142 H 0.54 -0.44 -10.92
143 H -1.14 0.07 -10.72
144 H 0.01 1.11 -11.60
145 H -1.02 2.57 -10.15
146 H 0.30 3.02 -9.07
147 H -1.72 3.06 -7.75
148 H -0.71 1.69 -7.24
149 H -2.10 0.34 -8.77
150 H -4.09 0.25 -7.49
151 H -3.59 1.71 -6.66
152 H -3.18 -0.20 -5.26
153 H -1.61 0.44 -5.68
154 H -0.18 -0.76 -6.84
155 H -1.05 -1.33 -8.30
156 H -0.54 -2.48 -7.07

SMILES: CCCCCCCC[C@@H](OCC(F)(F)F)[C@H](COCCC)O[C@H](OCCOCC)P(CC)CC.COCCNCCOC.COCCNCCOC.COCCNCCOC
HOMO level: -8.3 eV
gap between HOMO and LUMO: 8.67 eV


# 3
A 6-piece molecular cluster, C43H96F6N5P overall in a non-equilibrium geometry, computed with ωB97M-V with the def2-TZVPD basis set.

Positions of all 151 atoms, in Å:
1 P 1.01 -0.04 0.40
2 F 2.20 -0.85 1.12
3 F 1.17 -0.94 -0.93
4 F -0.04 -1.07 0.99
5 F -0.25 0.75 -0.26
6 F 0.81 0.87 1.73
7 F 2.09 1.10 -0.16
8 C -5.86 5.56 0.06
9 C -5.22 4.18 0.11
10 C -5.72 3.28 1.25
11 N -5.27 1.83 1.19
12 C -6.09 1.00 0.19
13 C -3.73 1.66 0.96
14 C -3.22 0.32 1.64
15 C -4.42 -0.15 2.43
16 C -5.34 1.13 2.56
17 H -5.85 6.04 1.04
18 H -6.87 5.63 -0.36
19 H -5.32 6.20 -0.63
20 H -4.14 4.26 0.22
21 H -5.23 3.68 -0.86
22 H -6.81 3.33 1.36
23 H -5.37 3.65 2.22
24 H -7.15 1.04 0.44
25 H -5.78 -0.02 0.00
26 H -5.87 1.56 -0.72
27 H -3.45 1.79 -0.08
28 H -3.29 2.58 1.35
29 H -2.75 -0.35 0.92
30 H -2.41 0.61 2.31
31 H -4.91 -0.98 1.92
32 H -4.12 -0.58 3.38
33 H -6.33 0.79 2.85
34 H -5.02 1.85 3.31
35 C 1.10 -1.69 -4.49
36 C -0.28 -1.54 -3.80
37 C -0.85 -2.98 -3.28
38 N -2.24 -2.86 -2.59
39 C -3.41 -2.31 -3.53
40 C -2.14 -2.04 -1.31
41 C -3.07 -2.78 -0.33
42 C -3.09 -4.22 -0.60
43 C -2.69 -4.28 -2.15
44 H 1.03 -2.64 -5.03
45 H 1.88 -1.62 -3.73
46 H 1.29 -0.95 -5.26
47 H -1.09 -1.23 -4.47
48 H -0.30 -0.79 -3.01
49 H -0.23 -3.52 -2.56
50 H -1.12 -3.70 -4.05
51 H -4.33 -2.55 -3.01
52 H -3.28 -3.00 -4.37
53 H -3.18 -1.27 -3.79
54 H -2.47 -1.02 -1.51
55 H -1.08 -2.00 -1.03
56 H -4.05 -2.31 -0.37
57 H -2.85 -2.55 0.71
58 H -4.09 -4.66 -0.54
59 H -2.41 -4.88 -0.07
60 H -3.46 -4.61 -2.84
61 H -1.95 -5.08 -2.27
62 C 1.39 3.25 5.77
63 C 1.15 1.97 4.98
64 C 0.74 0.91 6.04
65 N 0.73 -0.56 5.49
66 C 2.10 -0.85 4.89
67 C 2.38 -2.39 4.53
68 C 2.00 -3.34 5.79
69 C 0.62 -2.96 6.39
70 C 0.50 -1.48 6.74
71 C -0.34 -0.73 4.37
72 H 2.19 3.12 6.50
73 H 0.53 3.51 6.38
74 H 1.78 3.99 5.07
75 H 2.01 1.67 4.39
76 H 0.30 2.09 4.30
77 H -0.20 1.02 6.57
78 H 1.57 0.96 6.75
79 H 2.90 -0.43 5.50
80 H 2.03 -0.20 4.02
81 H 3.44 -2.56 4.32
82 H 1.96 -2.73 3.59
83 H 2.67 -3.19 6.64
84 H 2.06 -4.40 5.56
85 H 0.25 -3.63 7.16
86 H -0.13 -3.13 5.62
87 H 1.28 -1.18 7.44
88 H -0.45 -1.35 7.25
89 H -0.50 0.20 3.81
90 H -1.19 -0.86 5.03
91 H -0.07 -1.56 3.72
92 C 3.31 1.37 -4.69
93 C 1.94 1.65 -4.03
94 C 1.52 3.18 -4.14
95 N 0.11 3.51 -3.52
96 C 0.02 3.31 -1.98
97 C -1.21 3.97 -1.41
98 C -1.37 5.43 -1.87
99 C -1.53 5.48 -3.42
100 C -0.30 4.89 -4.07
101 C -0.99 2.65 -4.23
102 H 4.14 1.93 -4.25
103 H 3.31 1.61 -5.75
104 H 3.62 0.33 -4.68
105 H 2.00 1.25 -3.02
106 H 1.11 1.16 -4.55
107 H 1.36 3.34 -5.20
108 H 2.22 3.94 -3.80
109 H 0.93 3.71 -1.54
110 H 0.13 2.24 -1.84
111 H -1.20 3.99 -0.32
112 H -2.11 3.45 -1.75
113 H -0.43 5.93 -1.63
114 H -2.21 5.89 -1.35
115 H -1.58 6.56 -3.58
116 H -2.45 5.10 -3.86
117 H 0.60 5.43 -3.76
118 H -0.24 5.00 -5.15
119 H -0.74 2.58 -5.28
120 H -1.99 3.06 -4.09
121 H -1.00 1.68 -3.72
122 C 1.97 -4.31 1.25
123 C 3.30 -3.65 0.94
124 C 3.55 -3.60 -0.56
125 N 4.72 -2.77 -0.98
126 C 4.75 -2.73 -2.53
127 C 5.70 -1.77 -3.13
128 C 5.70 -0.34 -2.51
129 C 5.63 -0.33 -0.92
130 C 4.59 -1.36 -0.41
131 C 6.02 -3.40 -0.45
132 H 1.86 -4.53 2.31
133 H 2.00 -5.31 0.80
134 H 1.07 -3.87 0.83
135 H 4.11 -4.27 1.31
136 H 3.47 -2.75 1.52
137 H 2.65 -3.31 -1.11
138 H 3.73 -4.61 -0.93
139 H 3.73 -2.46 -2.79
140 H 4.88 -3.76 -2.86
141 H 5.50 -1.71 -4.20
142 H 6.71 -2.14 -2.95
143 H 4.86 0.27 -2.86
144 H 6.57 0.25 -2.80
145 H 5.43 0.66 -0.52
146 H 6.56 -0.55 -0.40
147 H 3.62 -0.98 -0.74
148 H 4.64 -1.40 0.67
149 H 6.07 -4.46 -0.70
150 H 5.86 -3.25 0.62
151 H 6.99 -2.97 -0.69

HOMO level: -19.2 eV
gap between HOMO and LUMO: 11.16 eV
total charge: +4
ΔE to the lowest compared entry with this formula, charge and spin: 0.0 kJ/mol